# 1
{
  "formula": "C38H34IrN8O3PS",
  "method": "the ωB97M-V functional and the def2-TZVPD basis",
  "total_energy_ev": -80971.7386,
  "spin_multiplicity": 1,
  "charge": 2,
  "homo_energy_ha": -0.48234,
  "mol_weight_da": 906.0,
  "species": ["Ir", "N", "C", "N", "C", "N", "C", "C", "N", "C", "C", "N", "H", "H", "H", "H", "H", "O", "N", "C", "C", "C", "C", "C", "C", "C", "P", "C", "C", "C", "C", "C", "C", "C", "C", "C", "C", "C", "C", "H", "H", "H", "H", "H", "H", "H", "H", "H", "H", "H", "H", "H", "H", "H", "H", "C", "C", "C", "C", "N", "C", "S", "N", "C", "H", "H", "H", "H", "H", "H", "H", "H", "O", "C", "O", "C", "C", "C", "C", "C", "C", "H", "H", "H", "H", "H"],
  "xyz": [[-0.34575, -0.00075, 0.31941], [2.51885, -0.76227, 3.14654], [1.26493, -0.56337, 2.82467], [1.15342, -0.65509, 1.50359], [2.46300, -0.93928, 1.01471], [3.31268, -0.99763, 2.05343], [2.12123, 0.31670, -1.30044], [2.90874, 0.45498, -2.43823], [2.43780, 0.13176, -3.63043], [1.20242, -0.34990, -3.70450], [0.39027, -0.45270, -2.58611], [0.85441, -0.09101, -1.39143], [2.90993, -0.83080, 4.07203], [0.46058, -0.42452, 3.52737], [3.93160, 0.80476, -2.36793], [0.84044, -0.65877, -4.67635], [-0.63024, -0.80544, -2.63010], [2.58142, -1.89836, 0.03619], [2.64522, 0.46369, -0.01444], [3.32501, 1.43932, 0.44915], [3.00700, 2.83017, 0.20107], [4.04033, 3.76658, 0.30079], [3.79536, 5.10986, 0.10122], [2.49400, 5.52431, -0.14799], [1.45564, 4.60780, -0.16382], [1.67487, 3.23888, 0.00669], [0.06440, 2.31003, 0.22126], [-0.76827, 2.73795, -1.34110], [-0.02834, 2.98539, -2.49815], [-0.66757, 3.21008, -3.70794], [-2.05394, 3.20008, -3.77543], [-2.79774, 2.93661, -2.63346], [-2.16030, 2.68400, -1.42732], [-0.59159, 3.27137, 1.61087], [-1.79998, 3.95706, 1.60794], [-2.26231, 4.54825, 2.77775], [-1.52666, 4.45320, 3.94810], [-0.30796, 3.78531, 3.94954], [0.15652, 3.19546, 2.78686], [2.81799, -2.72108, 0.48411], [4.10213, 1.16152, 1.16769], [5.04450, 3.41949, 0.51157], [4.60212, 5.82752, 0.15133], [2.27612, 6.57371, -0.29461], [0.44513, 4.97928, -0.28280], [1.05372, 3.02058, -2.46283], [-0.08070, 3.41057, -4.59446], [-2.55276, 3.39500, -4.71536], [-3.87976, 2.93532, -2.68160], [-2.75356, 2.43613, -0.55778], [-2.37415, 4.06996, 0.69952], [-3.19607, 5.09440, 2.76717], [-1.89421, 4.90854, 4.85770], [0.28274, 3.73528, 4.85445], [1.11435, 2.68303, 2.79682], [-6.57922, -1.23473, 1.07800], [-5.24040, -0.87976, 0.53528], [-4.89412, -0.89511, -0.79345], [-3.58323, -0.55478, -1.16152], [-2.68250, -0.18346, -0.25370], [-3.02490, -0.18605, 1.03695], [-1.80451, 0.18160, 2.13096], [-4.27699, -0.53218, 1.42490], [-3.13071, -0.60413, -2.57860], [-7.26907, -1.46538, 0.27173], [-6.98469, -0.40788, 1.66348], [-6.50024, -2.10632, 1.73086], [-5.61784, -1.18696, -1.53850], [-4.47492, -0.56651, 2.41801], [-3.93905, -0.85825, -3.25862], [-2.34021, -1.35388, -2.66484], [-2.70334, 0.35844, -2.86134], [-1.05037, -2.74450, 1.94117], [-0.91767, -2.91385, 0.74101], [-0.81656, -1.92693, -0.12512], [-0.85489, -4.27417, 0.12537], [-0.89917, -5.38039, 0.96947], [-0.83058, -6.65959, 0.44214], [-0.72215, -6.83900, -0.93053], [-0.67206, -5.73890, -1.77630], [-0.73489, -4.45868, -1.24943], [-0.98556, -5.21856, 2.03528], [-0.85992, -7.51795, 1.09960], [-0.67554, -7.83835, -1.34252], [-0.57924, -5.88222, -2.84469], [-0.68711, -3.59583, -1.90029]],
  "forces_ev_per_angstrom": [[-0.6, -0.3, 0.0], [0.0, 0.4, 0.2], [0.1, -0.1, -0.1], [0.2, 0.4, -0.5], [-0.3, -1.3, 1.3], [0.1, -0.3, -0.2], [-0.6, 0.4, 0.2], [-0.1, -0.1, -0.1], [0.1, 0.0, 0.0], [-0.1, 0.0, 0.0], [0.1, 0.0, -0.1], [0.0, -0.2, 0.1], [0.0, 0.0, 0.0], [0.0, 0.1, 0.0], [0.0, 0.0, 0.0], [0.0, 0.0, 0.0], [0.3, 0.0, 0.0], [0.1, 0.5, -0.4], [1.2, 0.1, -1.0], [-0.4, 0.1, 0.1], [0.1, -0.1, -0.1], [0.1, 0.0, -0.1], [0.0, 0.0, 0.0], [0.0, 0.0, 0.0], [0.0, -0.1, 0.0], [-0.1, 0.2, 0.1], [0.2, 0.0, -0.1], [-0.1, 0.0, 0.1], [0.0, 0.0, 0.0], [0.0, 0.0, 0.0], [0.0, 0.0, 0.0], [0.0, 0.1, 0.0], [0.0, 0.1, -0.1], [-0.2, -0.1, 0.0], [0.1, 0.1, 0.0], [0.0, 0.0, 0.0], [0.0, 0.0, 0.0], [0.0, 0.0, 0.0], [0.0, -0.1, 0.0], [0.1, 0.0, 0.0], [-0.3, 0.1, 0.3], [0.0, 0.0, 0.0], [0.0, 0.0, 0.0], [0.0, 0.0, 0.0], [0.0, 0.0, 0.0], [0.0, 0.0, 0.0], [0.0, 0.0, 0.0], [0.0, 0.0, 0.0], [0.0, 0.0, 0.0], [0.0, 0.1, 0.0], [0.0, 0.0, 0.0], [0.0, 0.0, 0.0], [0.0, 0.0, 0.0], [0.0, 0.0, 0.0], [0.0, 0.0, 0.0], [0.0, 0.0, 0.0], [0.0, 0.0, -0.1], [0.1, 0.0, 0.2], [0.2, 0.0, -0.2], [0.2, 0.6, -0.2], [0.0, -0.1, 0.6], [-0.3, 0.1, 0.2], [-0.1, 0.0, -0.3], [0.0, -0.1, 0.0], [0.0, 0.0, 0.0], [0.0, 0.0, 0.0], [0.0, 0.0, 0.0], [0.0, 0.0, 0.0], [0.0, 0.0, 0.0], [0.0, 0.0, 0.0], [-0.3, -0.1, 0.0], [0.0, 0.0, 0.0], [0.1, -0.1, 0.0], [0.1, 0.1, 0.2], [0.3, -0.4, -0.1], [0.0, -0.1, 0.0], [0.0, 0.0, 0.0], [0.0, 0.0, 0.0], [0.0, 0.0, 0.0], [0.0, 0.0, 0.0], [0.0, 0.0, 0.0], [0.0, 0.0, 0.0], [0.0, 0.0, 0.0], [0.0, 0.0, 0.0], [0.0, 0.0, 0.0], [0.0, 0.0, 0.0]],
  "lowdin_charge": [1.084, 0.051, -0.150, -0.064, -0.560, 0.103, -0.279, -0.012, 0.137, -0.064, -0.055, -0.030, 0.171, 0.118, 0.141, 0.127, 0.080, 0.081, 0.080, 0.018, -0.182, 0.001, -0.025, -0.015, -0.072, -0.246, 0.987, -0.351, -0.091, -0.047, -0.051, -0.076, -0.126, -0.401, -0.081, -0.052, -0.051, -0.054, -0.109, 0.136, 0.158, 0.131, 0.125, 0.126, 0.122, 0.106, 0.120, 0.119, 0.119, 0.090, 0.094, 0.116, 0.117, 0.116, 0.106, 0.020, -0.218, 0.069, -0.240, 0.023, -0.713, 0.800, 0.157, 0.018, 0.099, 0.108, 0.112, 0.137, 0.177, 0.103, 0.080, 0.076, 0.012, -0.568, -0.244, -0.145, -0.015, -0.060, -0.066, -0.070, -0.033, 0.119, 0.111, 0.111, 0.107, 0.096]
}

***

# 2
{
  "formula": "C38H34N11OSbSr",
  "method": "the ωB97M-V functional and the def2-TZVPD basis",
  "total_energy_ev": -65759.7883,
  "spin_multiplicity": 1,
  "charge": 2,
  "homo_energy_ha": -0.46873,
  "mol_weight_da": 870.1,
  "species": ["Sr", "C", "C", "C", "C", "C", "C", "N", "Sb", "C", "C", "C", "C", "C", "C", "N", "C", "C", "C", "C", "C", "C", "N", "H", "H", "H", "H", "H", "H", "H", "H", "H", "H", "H", "H", "H", "H", "H", "H", "H", "H", "C", "N", "C", "N", "C", "N", "C", "C", "C", "C", "C", "C", "C", "N", "N", "C", "O", "C", "C", "C", "C", "C", "C", "N", "C", "N", "C", "N", "C", "H", "H", "H", "H", "H", "H", "H", "H", "H", "H", "H", "H", "H", "H", "H", "H"],
  "xyz": [[-0.01777, -0.02847, 0.21588], [1.78526, 1.33145, -3.02315], [1.09218, 0.02003, -3.23825], [1.27709, -0.68572, -4.43142], [0.64791, -1.89887, -4.60374], [-0.16713, -2.38417, -3.58153], [-0.31203, -1.64105, -2.42710], [0.31395, -0.46015, -2.27055], [-1.72563, -2.54707, -1.00497], [-2.94588, -0.83731, -0.37455], [-4.29677, -1.12266, -0.37427], [-5.20489, -0.10403, -0.08991], [-4.72701, 1.16246, 0.17156], [-3.34812, 1.38823, 0.15849], [-2.79670, 2.75067, 0.45601], [-2.48930, 0.40252, -0.10365], [-0.47806, -3.04098, 0.70970], [-0.47236, -4.39496, 0.98798], [0.28673, -4.86457, 2.05700], [1.01302, -3.96522, 2.80715], [0.96839, -2.60886, 2.48108], [1.74882, -1.60958, 3.28231], [0.22891, -2.16997, 1.45483], [1.66331, 1.98155, -3.88872], [1.39191, 1.84662, -2.14736], [2.85679, 1.17645, -2.88080], [1.90892, -0.26935, -5.20414], [0.77640, -2.46297, -5.51758], [-0.68582, -3.32692, -3.70073], [-4.65229, -2.11911, -0.60374], [-6.26802, -0.30362, -0.08548], [-5.40169, 1.98114, 0.38083], [-3.35544, 3.51961, -0.07606], [-2.87154, 2.97311, 1.52221], [-1.74911, 2.82321, 0.16669], [-1.04836, -5.08457, 0.38432], [0.30946, -5.92054, 2.29113], [1.61937, -4.29564, 3.63951], [2.74927, -1.98494, 3.50061], [1.84159, -0.65816, 2.75894], [1.26626, -1.42226, 4.24526], [6.20110, 0.83612, 0.14105], [4.80196, 0.44064, 0.03192], [3.70068, 1.11949, 0.35599], [2.63925, 0.32758, 0.26855], [3.18984, -0.86400, -0.13528], [4.48630, -0.82693, -0.28540], [6.69190, 0.88103, 1.57131], [7.96800, 1.38083, 1.81561], [8.49832, 1.35765, 3.09389], [7.75446, 0.85345, 4.14985], [6.46940, 0.38391, 3.91364], [5.94190, 0.38807, 2.62438], [5.67538, -0.12015, 5.03066], [6.07558, -0.74887, 6.07629], [4.95557, -0.97111, 6.85909], [3.95974, -0.46367, 6.22510], [4.32801, 0.10433, 5.04619], [2.56999, -0.38531, 6.66440], [2.14479, -1.21054, 7.70506], [0.84426, -1.11300, 8.16426], [-0.03069, -0.19770, 7.59417], [0.39303, 0.63143, 6.56393], [-0.55612, 1.65937, 5.99461], [-0.33399, 1.85630, 4.56291], [-0.57216, 0.99716, 3.57503], [-0.08443, 1.47236, 2.43488], [0.44948, 2.67182, 2.81325], [0.32669, 2.92583, 4.09197], [1.69737, 0.53544, 6.09630], [6.33548, 1.79529, -0.35913], [6.75125, 0.08279, -0.42059], [3.71232, 2.15327, 0.66180], [2.61792, -1.76359, -0.30815], [8.55824, 1.77687, 0.99745], [9.49435, 1.73919, 3.27068], [8.15460, 0.83231, 5.15411], [4.94933, -0.01559, 2.46449], [2.84245, -1.91025, 8.14462], [0.50839, -1.74950, 8.97134], [-1.04721, -0.12445, 7.96252], [-0.42369, 2.63829, 6.45220], [-1.59074, 1.35231, 6.14483], [-1.07900, 0.05591, 3.72084], [0.93141, 3.36077, 2.13947], [2.05161, 1.19329, 5.31061]],
  "forces_ev_per_angstrom": [[0.7, 1.1, 0.4], [0.0, 0.0, 0.1], [0.1, -0.1, -0.3], [0.0, 0.0, 0.1], [0.0, 0.1, 0.1], [-0.1, -0.2, -0.1], [-0.1, 0.0, 0.1], [-0.1, 0.0, 0.3], [-0.5, -0.5, -0.6], [0.1, 0.1, 0.0], [-0.1, -0.1, 0.0], [0.1, 0.1, 0.0], [0.1, -0.1, 0.0], [-0.2, 0.1, 0.1], [0.0, 0.0, 0.0], [0.1, -0.2, -0.1], [0.1, 0.0, 0.2], [-0.1, -0.1, -0.1], [0.0, 0.1, 0.0], [-0.1, 0.0, -0.1], [0.1, -0.1, 0.1], [0.0, 0.0, 0.0], [0.1, -0.1, 0.1], [0.0, 0.0, 0.0], [0.0, 0.0, 0.0], [0.0, 0.0, 0.0], [0.0, 0.0, 0.0], [0.0, 0.0, 0.0], [0.0, 0.0, 0.0], [0.0, 0.0, 0.0], [0.0, 0.0, 0.0], [0.0, 0.0, 0.0], [0.0, 0.0, 0.0], [0.0, 0.0, 0.0], [0.0, 0.0, 0.0], [0.0, 0.0, 0.0], [0.0, 0.0, 0.0], [0.0, 0.0, 0.0], [0.0, 0.0, 0.0], [0.0, 0.0, 0.0], [0.0, 0.0, 0.0], [0.0, 0.0, 0.0], [-0.1, 0.1, 0.0], [0.0, -0.1, 0.1], [0.0, -0.2, -0.2], [-0.1, 0.3, 0.1], [0.0, -0.2, 0.1], [0.0, 0.0, 0.0], [0.0, 0.0, 0.0], [0.0, 0.0, 0.0], [0.0, 0.0, 0.0], [0.0, 0.0, -0.1], [0.0, 0.0, 0.0], [-0.1, 0.1, 0.1], [0.1, 0.0, 0.0], [0.0, -0.1, 0.0], [0.1, 0.1, 0.0], [0.0, -0.1, -0.1], [0.0, 0.0, 0.1], [0.0, 0.0, 0.0], [0.0, 0.0, 0.0], [0.0, 0.0, 0.0], [0.0, 0.0, 0.0], [0.0, 0.0, -0.1], [-0.1, -0.2, 0.0], [0.1, 0.1, 0.0], [-0.1, 0.0, -0.1], [0.0, -0.1, 0.0], [0.0, 0.2, 0.0], [0.0, 0.0, 0.0], [0.0, 0.0, 0.0], [0.0, 0.0, 0.0], [0.0, 0.0, 0.0], [0.0, 0.0, 0.0], [0.0, 0.0, 0.0], [0.0, 0.0, 0.0], [0.0, 0.0, 0.0], [0.0, 0.0, 0.0], [0.0, 0.0, 0.0], [0.0, 0.0, 0.0], [0.0, 0.0, 0.0], [0.0, 0.0, 0.0], [0.0, 0.0, 0.0], [0.0, 0.0, 0.0], [0.0, 0.0, 0.0], [0.0, 0.0, 0.0]],
  "lowdin_charge": [1.342, -0.019, -0.319, 0.009, -0.017, -0.116, -0.447, -0.076, 1.560, -0.451, -0.118, -0.018, 0.008, -0.316, -0.019, -0.081, -0.464, -0.116, -0.015, 0.011, -0.307, -0.018, -0.094, 0.097, 0.066, 0.091, 0.131, 0.127, 0.093, 0.093, 0.127, 0.131, 0.096, 0.093, 0.065, 0.093, 0.128, 0.132, 0.097, 0.052, 0.084, -0.059, -0.124, -0.135, -0.019, -0.227, 0.147, -0.190, -0.024, -0.037, 0.004, -0.133, 0.026, -0.288, 0.140, 0.138, -0.302, 0.120, -0.143, 0.000, -0.041, -0.024, -0.202, -0.054, -0.118, -0.150, -0.023, -0.198, 0.139, 0.011, 0.139, 0.141, 0.150, 0.110, 0.124, 0.119, 0.127, 0.111, 0.124, 0.118, 0.121, 0.143, 0.134, 0.148, 0.116, 0.124]
}

***

| no. | strongest force on any atom (Eh/bohr) |
| --- | --- |
| 1 | 0.03627 |
| 2 | 0.02689 |